Density functional theory data (ωB97M-V/def2-TZVPD) for an isolated molecule of C13H16N2O5S.

Structure (XYZ):
```
37
Properties=species:S:1:pos:R:3:mulliken_charge:R:1
S 1.688 0.046 -2.686 1.155
O -2.082 -2.920 1.414 -0.635
O 0.964 0.926 -3.551 -0.667
O 2.554 -0.948 -3.241 -0.680
O -1.048 3.017 -0.384 -0.336
O 0.070 -3.581 1.494 -0.294
N 2.630 0.978 -1.688 -0.260
N -1.452 -1.155 -0.673 0.180
C -0.854 -0.408 -1.615 -0.880
C -0.263 -4.486 2.537 -0.663
C 0.487 -0.729 -1.629 0.645
C 0.696 2.483 1.247 -1.125
C -0.526 -1.959 -0.067 0.029
C 1.971 1.985 -0.893 -0.930
C -0.943 -2.855 1.008 0.365
C 1.698 1.551 0.550 0.097
C -0.683 2.311 0.707 0.453
C -1.712 1.508 1.103 -0.350
C -2.775 1.747 0.197 -0.558
C -2.311 2.673 -0.684 -0.580
C 0.701 -1.713 -0.653 -0.924
H -2.762 3.151 -1.530 0.499
H 1.302 0.533 0.561 -0.024
H 1.630 -2.190 -0.417 0.547
H 0.659 -5.000 2.798 0.229
H 1.010 3.519 1.106 0.334
H 2.637 1.553 1.108 0.410
H -1.719 0.838 1.938 0.564
H -0.659 -3.945 3.399 0.299
H -1.016 -5.199 2.195 0.298
H -2.426 -1.145 -0.409 0.303
H 0.680 2.262 2.315 0.371
H 2.582 2.894 -0.895 0.328
H 1.039 2.204 -1.418 0.385
H 3.357 0.455 -1.228 0.302
H -1.375 0.297 -2.229 0.590
H -3.749 1.302 0.212 0.525
```

* largest force on an atom: 1.00 eV/Å
* multiplicity: 1
* ΔE to the lowest compared entry with this formula, charge and spin: 21.4 kcal/mol
* total charge: 0
* SMILES: COC(=O)c1cc(S(=O)(=O)NCCCc2ccco2)c[nH]1
* HOMO energy: -8.851 eV

---

Density functional theory data (ωB97M-V/def2-TZVPD) for a cluster of 2 separate species, C4H12OS2 in total in a non-equilibrium geometry.

Structure (XYZ):
```
19
Properties=species:S:1:pos:R:3:mulliken_charge:R:1
S -1.450 1.818 -1.000 -0.121
S -0.624 0.776 -2.579 -0.120
O 0.781 -1.539 2.434 -0.607
C 0.504 -1.674 -1.474 -0.650
C -0.342 1.176 0.403 -0.128
C 0.107 2.388 1.226 -1.165
C -0.815 -0.968 -1.975 -0.563
H 0.698 2.974 0.527 0.336
H 0.516 0.769 -0.121 0.179
H -1.476 -0.916 -1.109 0.289
H -1.422 -1.493 -2.763 0.410
H -0.731 3.033 1.579 0.299
H 0.526 -2.733 -1.930 0.283
H 0.746 2.011 2.040 0.332
H 0.391 -1.182 3.257 0.314
H 0.525 -1.699 -0.390 0.099
H 1.554 -2.119 2.587 0.295
H 1.367 -0.988 -1.774 0.259
H -0.856 0.364 1.060 0.259
```

* largest force on an atom: 2.13 eV/Å
* multiplicity: 1
* ΔE to the lowest compared entry with this formula, charge and spin: 20.1 kcal/mol
* total charge: 0
* SMILES: CCSSCC.O
* HOMO energy: -8.103 eV

---

Density functional theory data (ωB97M-V/def2-TZVPD) for a cluster of 17 separate species, C3H39O17 in total in a non-equilibrium geometry.

Structure (XYZ):
```
59
Properties=species:S:1:pos:R:3:mulliken_charge:R:1
O -1.893 -4.266 0.819 -0.680
O 1.722 1.239 2.952 -0.603
O -1.408 1.247 1.185 -0.776
O 2.343 1.120 -3.889 -0.689
O -1.261 1.227 3.869 -0.793
O 3.036 2.837 1.056 -0.679
O -2.839 -1.673 0.420 -0.842
O -1.062 -3.009 3.424 -0.637
O -0.709 -0.627 -0.806 0.441
O 3.160 2.673 -1.635 -0.718
O -0.273 3.357 -0.084 -0.800
O -0.080 2.964 -2.668 -0.652
O 0.350 -0.898 4.474 -0.671
O -0.759 -3.508 -1.564 -0.738
O -2.513 1.397 -1.464 -0.710
O -0.071 -0.193 -3.551 -0.759
O -2.707 -1.785 -3.077 -0.693
C 0.506 -1.566 1.027 -0.594
C 0.566 -0.904 -0.404 -0.645
C 1.366 0.427 -0.289 0.561
H -2.855 -1.305 1.325 0.347
H 1.002 -1.548 -1.181 0.490
H 2.836 3.564 -1.615 0.311
H -3.009 0.862 -2.055 0.342
H -0.011 -0.102 -2.631 0.104
H -2.329 -1.474 -3.931 0.307
H -0.085 -3.639 -2.252 0.278
H -0.645 -2.620 -1.245 0.437
H -1.977 -1.346 0.056 0.386
H -1.176 -3.403 2.565 0.403
H 2.936 2.337 0.237 0.386
H 2.381 0.289 0.003 0.758
H 2.498 1.676 -4.660 0.262
H -0.309 -0.848 5.165 0.277
H 0.654 3.152 -0.207 0.376
H -0.411 4.304 -0.239 0.250
H 1.770 0.340 3.292 0.272
H -0.284 -2.255 1.055 -0.649
H 2.961 0.382 -4.024 0.277
H -0.489 3.077 -1.762 0.424
H 2.191 1.764 3.571 0.256
H 1.445 0.797 -1.332 -0.730
H 0.041 -1.648 3.986 0.423
H -0.982 2.025 0.755 0.384
H -0.614 0.565 4.126 0.386
H 1.433 -1.978 1.292 0.759
H 2.676 2.147 1.611 0.518
H -1.573 -3.544 4.022 0.243
H -1.346 1.186 2.851 0.415
H -1.947 -1.639 -2.547 0.208
H -0.907 0.500 0.954 0.095
H 0.755 0.251 -3.788 0.479
H 0.951 1.195 0.257 -0.357
H 2.708 2.140 -2.293 0.301
H -1.968 0.858 -0.895 0.299
H -2.082 -3.392 0.878 0.245
H -1.158 -4.310 0.219 0.386
H 0.159 -0.869 1.786 -0.005
H -0.717 2.449 -3.143 0.336
```

* largest force on an atom: 5.00 eV/Å
* multiplicity: 1
* ΔE to the lowest compared entry with this formula, charge and spin: 49.1 kcal/mol
* total charge: -1
* HOMO energy: -5.461 eV

---

Number 1: DFT total energy -37792.990 eV. Number 2: DFT total energy -28059.996 eV. Number 3: DFT total energy -38553.802 eV.